No. 1
The following is a quantum chemistry calculation of a 2-piece molecular cluster, C6H10N4O4 overall in a non-equilibrium geometry, from the OMol25 dataset.

Output
LUMO level (alpha / beta)	0.2228 / 0.2218	hartree
frontier orbital gap (alpha / beta)	4.2 / 5.3	eV
energy above the lowest of the compared OMol25 structures with the same formula, charge and spin	0.0	kJ/mol
highest occupied orbital energy (alpha / beta)	1.87 / 0.76	eV
DFT total energy	-20527.3466	eV

Structure (ORCA input):
```
! wB97M-V def2-TZVPD RIJCOSX def2/J DEFGRID3
* xyz -2 1
C -1.482 0.299 -1.584
C 1.002 1.434 1.509
C 0.271 -0.364 0.066
C -0.149 -0.437 -1.444
C -1.132 1.775 -1.880
C 1.248 0.489 2.832
N -0.814 -2.820 -1.346
N 0.472 0.981 0.433
N -0.336 -1.833 -2.002
N 0.696 -4.382 -0.241
O 0.016 -1.906 -3.204
O 0.273 -5.449 -0.682
O -2.562 -0.091 -1.301
O 1.506 2.561 1.583
H -0.502 -0.949 0.668
H 1.301 -0.958 0.056
H 0.744 0.076 -1.896
H -0.676 1.847 -2.894
H -0.277 1.984 -1.163
H -1.893 2.610 -1.731
H 1.847 0.920 3.678
H 1.564 -0.476 2.553
H 0.218 0.375 3.306
H -0.896 -3.602 -2.052
*
```


No. 2
The following is a quantum chemistry calculation of an isolated ion of composition C6H10N4S2 and charge +2 in a non-equilibrium geometry, from the OMol25 dataset.

Output
LUMO level	-0.3395	hartree
frontier orbital gap	7.3	eV
energy above the lowest of the compared OMol25 structures with the same formula, charge and spin	162.5	kJ/mol
highest occupied orbital energy	-16.51	eV
DFT total energy	-33995.8022	eV

Structure (ORCA input):
```
! wB97M-V def2-TZVPD RIJCOSX def2/J DEFGRID3
* xyz 2 1
C -0.781 1.039 -0.225
C 1.486 1.113 0.088
C -2.985 0.363 -0.011
C 0.296 -0.875 1.104
C -0.619 -1.478 0.059
C -0.055 -2.451 -0.878
N 1.443 -0.123 0.573
N -2.032 1.365 -0.231
N 0.316 1.787 -0.184
N 2.633 1.723 -0.129
S -4.571 0.584 0.046
S -2.337 -1.361 0.063
H -0.274 -0.238 1.788
H 0.728 -1.698 1.689
H 0.076 -3.414 -0.368
H 0.934 -2.170 -1.234
H -0.715 -2.638 -1.724
H 2.337 -0.580 0.704
H -2.437 2.301 -0.363
H 0.351 2.804 -0.311
H 3.526 1.306 0.099
H 2.680 2.642 -0.551
*
```


No. 3
The following is a quantum chemistry calculation of an isolated ion of composition C6H10N5 and charge +1 in a non-equilibrium geometry, from the OMol25 dataset.

Output
LUMO level	-0.1408	hartree
frontier orbital gap	8.2	eV
energy above the lowest of the compared OMol25 structures with the same formula, charge and spin	119.6	kJ/mol
highest occupied orbital energy	-12.06	eV
DFT total energy	-13826.7834	eV

Structure (ORCA input):
```
! wB97M-V def2-TZVPD RIJCOSX def2/J DEFGRID3
* xyz 1 1
C 0.937 -0.655 -1.369
C 1.680 -0.206 -0.330
N 2.331 -1.108 0.508
N 1.772 1.111 0.085
C 0.752 2.008 0.268
N -0.546 1.763 0.367
C -1.284 0.625 0.170
C -1.041 -0.599 0.750
N -2.211 -1.300 0.562
C -2.952 -0.495 -0.381
N -2.476 0.685 -0.515
H 0.850 -1.682 -1.671
H 0.553 0.203 -1.999
H 2.046 -2.046 0.673
H 3.249 -0.872 0.806
H 2.748 1.428 0.337
H 1.079 3.011 0.353
H -1.140 2.542 0.085
H -0.325 -0.991 1.549
H -2.242 -2.330 0.562
H -3.782 -1.092 -0.811
*
```


No. 4
The following is a quantum chemistry calculation of an isolated ion of composition C6H10N5 and charge +1 in a non-equilibrium geometry, from the OMol25 dataset.

Output
LUMO level (alpha / beta)	-0.0991 / -0.1838	hartree
frontier orbital gap (alpha / beta)	6.9 / 7.0	eV
energy above the lowest of the compared OMol25 structures with the same formula, charge and spin	173.7	kJ/mol
highest occupied orbital energy (alpha / beta)	-9.57 / -12.04	eV
DFT total energy	-13823.6833	eV

Structure (ORCA input):
```
! wB97M-V def2-TZVPD RIJCOSX def2/J DEFGRID3
* xyz 1 3
C -1.306 1.509 -0.968
C 0.772 -0.636 -0.841
C 0.066 -0.028 0.272
C -0.083 0.636 -2.836
C 1.530 -1.562 1.173
C -1.485 1.409 1.417
N -0.931 1.178 -2.163
N 1.588 -1.496 -0.276
N 0.488 -0.612 1.439
N -0.855 0.929 0.201
N 0.244 -0.035 -3.883
H -2.033 2.295 -0.872
H 1.270 -2.575 1.506
H 2.490 -1.276 1.632
H -2.330 0.770 1.685
H -0.778 1.431 2.244
H -1.850 2.420 1.262
H 2.212 -2.098 -0.791
H 0.190 -0.400 2.374
H -0.299 -0.820 -4.226
H 1.132 0.145 -4.328
*
```